[1]
DFT (the ωB97M-V functional and the def2-TZVPD basis) results for C28H24N5OPdS as an isolated structure.

- net charge = -1
- Kohn-Sham gap (eV) = 4.84
- HOMO (eV) = -2.234

XYZ file:
```
60
C28H24N5OPdS (the ωB97M-V functional and the def2-TZVPD basis)
Pd 0.4081 0.9828 1.1473
C -0.1654 1.7737 3.9810
C 0.7390 0.7346 3.3383
O 0.4773 -0.4798 3.4435
N 2.1350 1.1311 3.4240
C 3.0658 0.1602 2.8950
C 3.5145 0.4798 1.4967
C 4.8518 0.6351 1.1519
C 5.1859 0.9480 -0.1545
C 4.1677 1.1041 -1.0830
C 2.8576 0.9534 -0.6568
N 2.5324 0.6549 0.6026
H -1.1713 1.6692 3.5869
H 0.1770 2.7918 3.7921
H -0.1650 1.5863 5.0613
H 2.2444 2.0532 3.0183
H 2.5202 -0.7901 2.8867
H 3.9433 0.0393 3.5400
H 5.6108 0.5033 1.9126
H 6.2231 1.0702 -0.4426
H 4.3680 1.3471 -2.1175
H 2.0223 1.0796 -1.3328
S -3.9932 -1.0608 0.0494
C -3.1173 -2.5175 0.3965
C -3.5021 -3.8494 0.2793
C -2.5955 -4.8277 0.6459
C -1.3264 -4.4899 1.1322
C -0.9408 -3.1700 1.2503
C -1.8425 -2.1749 0.8689
N -1.5734 -0.8268 0.9238
C -2.5796 -0.1195 0.5521
C -2.5764 1.3579 0.5393
C -3.7414 2.0140 0.1318
C -3.7959 3.3962 0.0951
C -2.6664 4.1077 0.4933
C -1.5223 3.4384 0.9005
C -1.3902 2.0305 0.9344
H -4.4846 -4.1169 -0.0886
H -2.8774 -5.8702 0.5621
H -0.6446 -5.2783 1.4271
H 0.0178 -2.8652 1.6508
H -4.6229 1.4504 -0.1612
H -4.6986 3.9053 -0.2213
H -2.6817 5.1941 0.4845
H -0.6677 4.0371 1.2010
N -0.8235 1.0557 -3.8097
C -0.9048 1.2923 -2.4581
N -0.3590 0.3632 -1.7401
C 0.1206 -0.5620 -2.6503
C 0.7973 -1.7571 -2.4161
C 1.1755 -2.5030 -3.5147
C 0.8908 -2.0761 -4.8221
C 0.2194 -0.8931 -5.0711
C -0.1599 -0.1469 -3.9596
H -1.1947 1.6427 -4.5337
H -1.3877 2.1691 -2.0490
H 1.0016 -2.0727 -1.4012
H 1.6996 -3.4395 -3.3732
H 1.2036 -2.6911 -5.6568
H 0.0020 -0.5741 -6.0827
```

***

[2]
DFT (the ωB97M-V functional and the def2-TZVPD basis) results for C28H25AsF4N2PdS as an isolated structure.

- energy above the lowest of the compared OMol25 structures with the same formula, charge and spin (kJ/mol) = 31.59
- net charge = -2
- Kohn-Sham gap (eV) = 5.18
- HOMO (eV) = -0.524

XYZ file:
```
62
C28H25AsF4N2PdS (the ωB97M-V functional and the def2-TZVPD basis)
Pd 0.9058 0.0450 0.3796
C 0.2857 -2.7656 -1.9692
N 0.5620 -1.4218 -2.4533
C -0.2049 -1.1458 -3.6469
C 1.9678 -1.1861 -2.7105
C 2.9398 -1.7334 -1.6701
N 2.7956 -1.2274 -0.3086
C 3.5732 -1.8041 0.5977
C 3.7180 -1.2833 1.9439
F 3.0542 -0.1811 2.2897
C 4.5669 -1.8120 2.8721
F 4.6623 -1.2301 4.0904
C 5.3815 -2.9103 2.6193
C 5.2719 -3.4479 1.3567
F 6.0432 -4.5235 1.0472
C 4.4268 -2.9455 0.3973
F 4.4396 -3.6047 -0.8028
H 0.6394 -3.5497 -2.6661
H -0.7909 -2.8674 -1.8320
H 0.7391 -2.8985 -0.9891
H 0.1475 -1.7351 -4.5176
H -0.1397 -0.0848 -3.9068
H -1.2553 -1.3816 -3.4701
H 2.1299 -0.1062 -2.8061
H 2.2388 -1.6630 -3.6756
H 3.9444 -1.4512 -2.0260
H 2.8840 -2.8261 -1.7239
H 6.0418 -3.3151 3.3701
S -0.3753 -1.5185 2.1319
C -1.6991 -0.5347 2.6713
C -2.0455 -0.4492 4.0319
C -3.1178 0.3163 4.4565
C -3.9195 0.9843 3.5363
C -3.5893 0.9249 2.1870
C -2.4844 0.2070 1.7533
As -1.7083 0.2714 -0.0285
C -3.1417 1.3217 -0.9837
C -2.9341 2.5429 -1.6247
C -3.8218 3.0172 -2.5837
C -4.9413 2.2776 -2.9362
C -5.1601 1.0468 -2.3230
C -4.2628 0.5784 -1.3796
C -0.4010 1.6713 0.4022
C 0.5617 2.0290 -0.5949
C 1.4841 3.0676 -0.3434
C 1.4766 3.7486 0.8519
C 0.5603 3.3826 1.8533
C -0.3278 2.3506 1.6474
H -1.4279 -0.9684 4.7550
H -3.3286 0.4118 5.5177
H -4.7765 1.5600 3.8692
H -4.1967 1.4514 1.4573
H -2.0574 3.1303 -1.3672
H -3.6297 3.9634 -3.0798
H -5.6316 2.6459 -3.6868
H -6.0196 0.4477 -2.6066
H -4.4098 -0.3972 -0.9209
H 0.4242 1.6897 -1.6173
H 2.2021 3.3388 -1.1115
H 2.1764 4.5588 1.0279
H 0.5580 3.9110 2.8006
H -1.0039 2.0773 2.4479
```

***

[3]
DFT (the ωB97M-V functional and the def2-TZVPD basis) results for C28H25BrIrN8OP as an isolated structure.

- spin multiplicity = 2
- energy above the lowest of the compared OMol25 structures with the same formula, charge and spin (kJ/mol) = 131.74
- net charge = +3
- Kohn-Sham gap (spin up / spin down) (eV) = 4.36 / 5.60
- HOMO (spin up / spin down) (eV) = -14.686 / -15.913

XYZ file:
```
65
C28H25BrIrN8OP (the ωB97M-V functional and the def2-TZVPD basis)
Ir -0.1873 -0.3980 -0.7490
Br -4.6943 3.7506 3.3589
C -3.5854 2.3544 2.6666
C -3.4164 1.2875 3.5686
C -2.6617 0.0738 3.4965
C -1.7860 -0.4349 2.6488
O -1.0060 -0.9456 1.9485
C -2.2261 1.6441 0.6681
C -1.4193 2.2647 -0.4447
N -0.3079 1.6838 -0.7258
C 0.8373 2.2917 -1.2862
C 0.9717 3.6310 -1.5684
C 2.1693 4.1260 -2.1015
C 3.2434 3.3026 -2.2897
C 3.1571 1.9322 -1.9644
C 4.2402 1.0337 -2.0867
C 4.0615 -0.2863 -1.7673
C 2.8208 -0.7188 -1.2973
N 1.7846 0.0939 -1.1474
C 1.9330 1.4228 -1.4877
C -3.1322 2.5797 1.4055
H -3.9539 1.3888 4.4996
H -2.7902 -0.5934 4.3493
H -1.8484 3.0339 -1.0880
H 0.1394 4.3019 -1.3923
H 2.2485 5.1716 -2.3656
H 4.1687 3.6926 -2.6949
H 5.2045 1.3971 -2.4212
H 4.8685 -0.9990 -1.8610
H 2.6759 -1.7535 -1.0182
H -3.4359 3.4916 0.9078
C -1.4587 -5.7550 -1.1724
N -0.7352 -4.5499 -0.7533
C 0.4063 -4.5440 -0.0051
C 0.7844 -3.2414 0.1260
N -0.1161 -2.4608 -0.5453
C -1.0389 -3.2710 -1.0599
P -2.4776 -2.8008 -2.0665
C -3.0416 -1.3720 -1.0884
N -2.2193 -0.5285 -0.4954
C -2.9592 0.4863 0.0381
C -4.2712 0.2463 -0.2435
N -4.3085 -0.9286 -0.9531
C -5.5173 -1.5160 -1.5394
C -1.5172 -1.7334 -3.1918
N -0.6569 -0.7691 -2.8217
C -0.1755 -0.1818 -3.9586
C -0.7539 -0.7938 -5.0277
N -1.5862 -1.7647 -4.5344
C -2.4047 -2.6713 -5.3476
H -1.0796 -6.6085 -0.6190
H -2.5229 -5.6556 -0.9757
H -1.3045 -5.9432 -2.2334
H 0.8626 -5.4448 0.3708
H 1.6203 -2.8395 0.6745
H -1.4924 1.2358 1.3644
H -5.1594 0.8031 0.0094
H -6.3769 -1.2664 -0.9243
H -5.6852 -1.1156 -2.5379
H -5.4221 -2.5968 -1.5957
H 0.5456 0.6186 -3.9433
H -0.6322 -0.6171 -6.0837
H -2.0322 -2.6672 -6.3675
H -2.3510 -3.6843 -4.9589
H -3.4430 -2.3453 -5.3585
```

***

[4]
DFT (the ωB97M-V functional and the def2-TZVPD basis) results for C28H25BrN4O2SZn as an isolated structure.

- energy above the lowest of the compared OMol25 structures with the same formula, charge and spin (kJ/mol) = 87.73
- net charge = -2
- Kohn-Sham gap (eV) = 4.63
- HOMO (eV) = -0.004

XYZ file:
```
62
C28H25BrN4O2SZn (the ωB97M-V functional and the def2-TZVPD basis)
Zn -15.7122 -4.5169 7.1057
C -13.0323 -6.9746 4.9224
C -12.0803 -5.8548 5.3214
C -10.9041 -5.5686 4.6198
C -10.1093 -4.4875 5.0538
C -10.3413 -3.8322 6.2299
C -11.5302 -4.1516 6.9708
C -11.6943 -3.4923 8.3310
C -12.4214 -5.1484 6.5081
N -13.5463 -5.4641 7.2316
C -13.4935 -6.3798 8.2589
O -12.4867 -7.0820 8.4866
C -14.6672 -6.4148 9.1847
C -14.7886 -7.2114 10.3101
C -15.8072 -7.0035 11.2172
C -16.6918 -5.9252 11.0622
C -16.5140 -5.1273 9.9141
N -15.5782 -5.4305 8.9999
C -17.4251 -3.9608 9.5799
O -18.2755 -3.5894 10.3790
N -17.1711 -3.4131 8.3420
C -17.7421 -2.2359 7.9271
C -17.2719 -0.9539 8.3446
C -16.0229 -0.8607 9.2444
C -17.9806 0.1402 7.9753
C -19.1513 0.0654 7.2760
C -19.5866 -1.1345 6.7453
C -18.8744 -2.3156 7.0120
C -19.4966 -3.6516 6.6471
H -13.8224 -7.1328 5.6289
H -13.5733 -6.7628 4.0332
H -12.4712 -7.9477 4.8053
H -10.6196 -6.1825 3.7863
H -9.2385 -4.1829 4.3953
H -9.6282 -3.0993 6.6153
H -11.2878 -2.4791 8.3099
H -12.7534 -3.4121 8.6249
H -11.2142 -4.0194 9.1305
H -13.9549 -7.9745 10.4022
H -16.1057 -7.7658 11.9338
H -17.5048 -5.6501 11.7617
H -15.1736 -1.4740 8.8931
H -15.6571 0.1728 9.2421
H -16.2503 -1.1055 10.2631
H -17.6037 1.1187 8.2286
H -19.8052 0.9457 7.1368
H -20.4782 -1.0761 6.1104
H -20.1942 -3.4906 5.8293
H -18.7681 -4.3363 6.1857
H -20.0398 -4.0682 7.5334
Br -15.8578 -3.1167 2.0550
C -14.8162 -2.3412 3.4857
C -13.9183 -1.2508 3.3953
C -13.4568 -0.6948 4.5910
C -13.8815 -1.2275 5.7989
N -14.7085 -2.2769 5.8800
C -15.1676 -2.7216 4.7231
H -13.5952 -0.9162 2.4299
H -12.7201 0.0804 4.5083
H -13.4737 -0.8234 6.7185
H -15.9360 -3.6454 4.7494
S -16.6674 -4.9554 5.1266
```